[1]
{"formula": "C4H7FO", "method": "ωB97M-V with the def2-TZVPD basis set", "species": ["C", "C", "C", "F", "C", "O", "H", "H", "H", "H", "H", "H", "H"], "coordinates": [[-1.6274, -1.0018, -1.1831], [-0.8118, -0.1277, -0.3666], [0.4409, 0.1370, -0.2144], [1.4423, -0.3176, -0.9634], [1.0545, 1.0403, 0.8802], [1.7904, 0.0601, 1.7370], [-2.6399, -0.7044, -1.2501], [-1.6345, -2.0560, -0.8383], [-1.1067, -1.0182, -2.1381], [-1.3859, 0.3382, 0.4954], [0.2246, 1.4755, 1.3854], [1.6243, 1.8208, 0.5164], [2.6293, 0.3539, 1.9398]], "nbo_charge": [-0.65, -0.27, 0.39, -0.33, -0.11, -0.72, 0.22, 0.23, 0.22, 0.20, 0.18, 0.18, 0.47], "energy_ev": -9024.816, "smiles": "C/C=C(\\F)CO", "orbital_gap_ev": 10.43, "charge": 0, "lumo_energy_ha": 0.0343}

---

[2]
{"formula": "C2H6N2O3", "method": "ωB97M-V with the def2-TZVPD basis set", "species": ["C", "C", "N", "N", "O", "O", "O", "H", "H", "H", "H", "H", "H"], "coordinates": [[0.1248, -1.3071, -0.3705], [-1.8655, 2.2536, 0.3770], [1.0091, -0.1656, -0.2754], [0.4101, 0.6276, 0.5658], [-1.5034, 2.6175, 1.6451], [-1.0179, 1.4621, -0.1644], [-2.8037, 2.7090, -0.2374], [0.2203, -1.8205, 0.4895], [0.5673, -2.0434, -1.1341], [-0.8667, -0.9795, -0.6776], [-2.0341, 3.3480, 1.8618], [1.0460, 1.4020, 0.7077], [1.6030, 0.2314, -1.0806]], "nbo_charge": [-0.42, 0.96, -0.34, -0.11, -0.71, -0.59, -0.65, 0.21, 0.19, 0.24, 0.49, 0.35, 0.38], "energy_ev": -11290.929, "orbital_gap_ev": [9.64, 9.64], "charge": 0, "lumo_energy_ha": [0.0102, 0.0102]}

---

[3]
{"formula": "C6H8N4S", "method": "ωB97M-V with the def2-TZVPD basis set", "species": ["C", "C", "C", "C", "C", "C", "N", "N", "N", "N", "S", "H", "H", "H", "H", "H", "H", "H", "H"], "coordinates": [[1.4978, 1.5878, -0.4256], [-0.6342, 1.8352, 0.2480], [-1.8881, -0.4311, -0.1749], [1.6055, 0.0623, -0.8093], [0.4991, -0.9118, -0.3742], [0.6552, -1.3655, 1.0220], [0.5568, 2.2461, 0.0969], [-1.8559, 1.8102, 0.3971], [-2.5787, 0.7111, 0.3684], [-0.6690, -0.2324, -0.5437], [-2.8964, -1.7938, -0.1642], [2.5395, 2.0778, -0.7332], [1.6284, 0.1436, -1.9824], [2.5331, -0.3937, -0.5379], [0.5842, -1.8978, -1.0660], [1.6475, -1.8239, 1.3333], [-0.1168, -1.9964, 1.1730], [0.4562, -0.4188, 1.5978], [-3.5641, 0.7911, 0.5749]], "nbo_charge": [0.26, 0.61, 0.27, -0.47, -0.04, -0.61, -0.47, -0.17, -0.40, -0.59, -0.33, 0.20, 0.25, 0.24, 0.19, 0.21, 0.23, 0.19, 0.44], "energy_ev": -23142.733, "orbital_gap_ev": 6.90, "charge": 0, "lumo_energy_ha": -0.0322}

---

[4]
{"formula": "C23H49AsNOReSSi3", "method": "ωB97M-V with the def2-TZVPD basis set", "species": ["Re", "O", "N", "C", "C", "C", "C", "C", "S", "H", "H", "H", "H", "C", "Si", "C", "C", "As", "Si", "C", "C", "C", "H", "H", "H", "H", "H", "H", "H", "H", "H", "H", "H", "H", "H", "H", "H", "H", "H", "H", "C", "C", "C", "C", "Si", "C", "C", "C", "C", "C", "C", "C", "C", "H", "H", "H", "H", "H", "H", "H", "H", "H", "H", "H", "H", "H", "H", "H", "H", "H", "H", "H", "H", "H", "H", "H", "H", "H", "H", "H"], "coordinates": [[-0.1516, 0.4910, -0.1366], [-0.4200, 2.4013, 0.0971], [-1.7013, 2.9020, 0.2580], [-1.8165, 4.2497, 0.3812], [-3.0383, 4.8101, 0.5573], [-4.1682, 3.9638, 0.6100], [-4.0168, 2.6147, 0.4810], [-2.7358, 2.0441, 0.2906], [-2.3918, 0.3812, 0.1198], [-0.8785, 4.7813, 0.3287], [-3.1273, 5.8836, 0.6566], [-5.1541, 4.3890, 0.7538], [-4.8615, 1.9390, 0.5174], [-2.6010, -2.4460, -2.2859], [-1.6065, -1.3452, -3.4190], [-2.6874, 0.0433, -4.0521], [-0.9991, -2.3562, -4.8735], [0.2916, -0.5989, -2.2592], [1.1903, 1.1599, -3.5207], [0.0542, 2.6457, -3.4951], [2.8210, 1.6979, -2.7824], [1.4476, 0.6033, -5.2899], [-3.5370, -2.7191, -2.7915], [-2.8609, -1.9549, -1.3401], [-2.0559, -3.3706, -2.0607], [-3.5651, -0.3800, -4.5572], [-2.1562, 0.6697, -4.7759], [-3.0377, 0.6793, -3.2312], [-1.8456, -2.7505, -5.4510], [-0.3976, -3.2042, -4.5305], [-0.3803, -1.7576, -5.5491], [0.0039, 3.0544, -2.4817], [-0.9631, 2.4080, -3.8232], [0.4577, 3.4228, -4.1580], [2.6937, 2.0911, -1.7696], [3.2397, 2.5029, -3.3993], [3.5483, 0.8808, -2.7465], [0.4900, 0.4214, -5.7933], [2.0328, -0.3188, -5.3324], [1.9831, 1.3757, -5.8589], [-0.3057, -3.1642, 0.8054], [-0.1112, -2.4565, 2.1581], [-1.5186, -2.2865, 2.7520], [0.6924, -3.3792, 3.0935], [0.7523, -0.7483, 1.8537], [2.6370, -0.9699, 1.4341], [2.8894, -2.1698, 0.5055], [3.0413, 0.2839, 0.6325], [3.5648, -1.1106, 2.6509], [0.5159, 0.4671, 3.3643], [1.4032, 1.7151, 3.2247], [-0.9310, 0.9914, 3.4137], [0.8345, -0.1947, 4.7173], [-0.7848, -4.1421, 0.9678], [0.6291, -3.3350, 0.2694], [-0.9586, -2.5785, 0.1509], [-2.0173, -3.2662, 2.7805], [-2.1397, -1.6171, 2.1462], [-1.4998, -1.9054, 3.7740], [0.1323, -4.3101, 3.2617], [0.8741, -2.9255, 4.0709], [1.6587, -3.6579, 2.6708], [2.2908, -2.1109, -0.4058], [2.6872, -3.1254, 0.9892], [3.9482, -2.1741, 0.2066], [2.3746, 0.4389, -0.2324], [4.0515, 0.1621, 0.2136], [3.0350, 1.1971, 1.2297], [3.3443, -2.0165, 3.2259], [3.5032, -0.2628, 3.3299], [4.6093, -1.1826, 2.3126], [1.2391, 2.2237, 2.2690], [2.4645, 1.4934, 3.3167], [1.1506, 2.4256, 4.0246], [-1.1458, 1.6384, 2.5591], [-1.0638, 1.5989, 4.3211], [-1.6809, 0.2012, 3.4256], [1.8443, -0.6093, 4.7543], [0.1360, -0.9977, 4.9569], [0.7553, 0.5545, 5.5188]], "mulliken_charge": [-0.26, -0.44, 0.28, -0.42, -0.73, -0.32, -0.89, 0.69, -0.41, 0.47, 0.42, 0.40, 0.45, -0.88, 0.41, -0.87, -1.11, -0.08, 0.26, -0.67, -1.04, -1.08, 0.40, 0.13, 0.26, 0.39, 0.26, 0.17, 0.33, 0.29, 0.25, -0.02, 0.22, 0.41, 0.23, 0.42, 0.28, 0.27, 0.31, 0.35, -1.64, 2.88, -1.96, -1.65, -0.67, 2.69, -2.01, -1.05, -1.86, 2.74, -2.05, -1.74, -1.82, 0.56, 0.23, 0.07, 0.59, 0.26, 0.33, 0.55, 0.28, 0.26, 0.23, 0.36, 0.58, -0.53, 0.60, 0.17, 0.32, 0.32, 0.53, 0.19, 0.35, 0.59, 0.19, 0.58, 0.22, 0.30, 0.28, 0.58], "energy_ev": -125621.397, "orbital_gap_ev": 6.71, "charge": 0, "lumo_energy_ha": 0.0027}

---

[5]
{"formula": "C3H11NO", "method": "ωB97M-V with the def2-TZVPD basis set", "species": ["C", "C", "O", "C", "H", "H", "H", "H", "H", "H", "H", "H", "N", "H", "H", "H"], "coordinates": [[-0.1551, 2.3035, -1.3177], [-0.5144, 1.9501, 0.2373], [0.2943, 1.0297, 0.7456], [0.7454, -0.2155, 0.1672], [-0.9061, 3.1828, -1.7079], [0.8765, 2.5523, -1.3383], [-0.3551, 1.4881, -1.8735], [-1.6122, 1.8106, 0.3162], [-0.4061, 2.8060, 0.8218], [0.9081, -1.0476, 0.9168], [1.6757, -0.3020, -0.4868], [-0.0843, -0.4900, -0.5729], [-0.3293, -3.7492, 1.0798], [-0.1818, -4.7286, 0.8829], [0.2064, -3.4941, 1.8520], [-0.1618, -3.0959, 0.2774]], "nbo_charge": [-0.63, -0.03, -0.55, -0.26, 0.20, 0.20, 0.19, 0.14, 0.18, 0.19, 0.18, 0.17, -1.09, 0.37, 0.36, 0.37], "energy_ev": -6824.831, "smiles": "CCOC.N", "orbital_gap_ev": 10.48, "charge": 0, "lumo_energy_ha": 0.0329}

---

[6]
{"formula": "C12H24N2O4P", "method": "ωB97M-V with the def2-TZVPD basis set", "species": ["C", "C", "O", "P", "O", "C", "C", "N", "C", "C", "N", "C", "O", "C", "C", "H", "H", "H", "H", "H", "H", "H", "H", "H", "H", "H", "H", "H", "H", "H", "H", "H", "H", "C", "C", "O", "C", "H", "H", "H", "H", "H", "H"], "coordinates": [[3.1263, 0.1273, 2.5006], [3.0413, 0.8962, 1.1884], [2.0529, 0.2642, 0.3349], [1.1553, 1.2284, -0.5453], [1.8438, 1.8718, -1.6628], [-0.1599, 0.1266, -1.0724], [-0.8290, -0.6162, 0.0912], [-1.9383, 0.1647, 0.6686], [-2.0289, 0.4358, 2.0144], [-3.1540, 1.1860, 2.1978], [-3.7169, 1.3467, 0.9639], [-2.9694, 0.7175, 0.0523], [0.4504, 2.2333, 0.4829], [0.5293, 3.6475, 0.1887], [-0.5679, 4.3190, 0.9946], [3.3809, 0.8142, 3.3012], [3.9166, -0.6146, 2.4751], [2.1836, -0.3576, 2.7202], [3.9913, 0.8590, 0.6710], [2.7756, 1.9241, 1.4095], [0.3184, -0.6222, -1.6949], [-0.8662, 0.6873, -1.6742], [-0.0907, -0.7100, 0.8777], [-1.1348, -1.6074, -0.2275], [-1.3282, 0.0906, 2.7449], [-3.5300, 1.5730, 3.1222], [-4.5610, 1.8641, 0.7864], [-3.1736, 0.6590, -0.9980], [1.4861, 4.0303, 0.5277], [0.4158, 3.8454, -0.8690], [-0.3869, 4.1054, 2.0441], [-1.5107, 3.8325, 0.7497], [-0.6072, 5.3828, 0.8062], [1.2200, -4.3883, -1.7360], [-0.1122, -3.9029, -2.2392], [-0.6995, -2.9870, -1.6953], [-0.6866, -4.5963, -3.4428], [1.5211, -3.8062, -0.8676], [1.1504, -5.4396, -1.4545], [1.9739, -4.2804, -2.5167], [-0.8303, -5.6558, -3.2278], [-0.0061, -4.4964, -4.2893], [-1.6446, -4.1518, -3.7009]], "nbo_charge": [-0.63, -0.07, -0.82, 2.40, -1.08, -0.83, -0.23, -0.26, -0.03, -0.05, -0.46, 0.25, -0.85, -0.06, -0.62, 0.22, 0.22, 0.21, 0.20, 0.18, 0.29, 0.24, 0.23, 0.28, 0.26, 0.26, 0.45, 0.25, 0.19, 0.21, 0.21, 0.19, 0.23, -0.72, 0.63, -0.61, -0.72, 0.23, 0.24, 0.24, 0.24, 0.24, 0.24], "energy_ev": -33288.897, "orbital_gap_ev": 9.80, "charge": 1, "lumo_energy_ha": -0.0982}

---

[7]
{"formula": "C19H22N2O", "method": "ωB97M-V with the def2-TZVPD basis set", "species": ["C", "C", "C", "C", "N", "C", "N", "C", "C", "C", "C", "O", "C", "C", "C", "C", "C", "C", "C", "C", "C", "C", "H", "H", "H", "H", "H", "H", "H", "H", "H", "H", "H", "H", "H", "H", "H", "H", "H", "H", "H", "H", "H", "H"], "coordinates": [[-4.2947, -0.6340, 0.4776], [-2.8483, -0.9011, 0.1824], [-2.1173, -1.7061, 1.0333], [-0.7799, -1.9454, 0.7453], [0.1516, -2.7162, 1.3951], [1.2390, -2.5929, 0.6988], [1.1222, -1.7749, -0.3864], [2.1455, -1.3739, -1.3178], [3.5285, -1.2515, -0.6700], [3.5485, -0.3575, 0.5714], [3.4716, 1.1426, 0.2654], [2.3405, 1.5596, -0.4665], [1.1470, 1.7743, 0.1653], [0.1793, 2.4183, -0.6061], [-1.0714, 2.6756, -0.0873], [-1.3851, 2.2824, 1.2034], [-0.4266, 1.6515, 1.9720], [0.8397, 1.4049, 1.4681], [-0.1856, -1.3510, -0.3886], [-0.9190, -0.5542, -1.2512], [-2.2532, -0.3339, -0.9638], [-3.0786, 0.5033, -1.8942], [-4.6001, -1.1509, 1.3835], [-4.9271, -0.9712, -0.3430], [-4.4687, 0.4331, 0.6138], [-2.5690, -2.1533, 1.9049], [2.1542, -3.0960, 0.9455], [1.8502, -0.4071, -1.7321], [2.2011, -2.0984, -2.1420], [4.2156, -0.8544, -1.4196], [3.8838, -2.2459, -0.3912], [4.4856, -0.5199, 1.1086], [2.7328, -0.6490, 1.2336], [3.5451, 1.7089, 1.2033], [4.3181, 1.4209, -0.3715], [0.4389, 2.7118, -1.6117], [-1.8036, 3.1871, -0.6940], [-2.3675, 2.4708, 1.6085], [-0.6586, 1.3412, 2.9797], [1.5674, 0.9240, 2.1023], [-0.4697, -0.1172, -2.1310], [-3.8698, -0.0949, -2.3468], [-3.5509, 1.3251, -1.3590], [-2.4615, 0.9155, -2.6883]], "nbo_charge": [-0.62, -0.04, -0.21, 0.15, -0.48, 0.20, -0.37, -0.21, -0.41, -0.44, -0.06, -0.51, 0.29, -0.27, -0.18, -0.25, -0.19, -0.27, 0.09, -0.23, -0.01, -0.63, 0.22, 0.21, 0.21, 0.21, 0.19, 0.23, 0.20, 0.22, 0.21, 0.22, 0.22, 0.18, 0.19, 0.22, 0.21, 0.21, 0.22, 0.21, 0.21, 0.22, 0.21, 0.21], "energy_ev": -25088.372, "smiles": "Cc1cc2ncn(CCCCOc3ccccc3)c2cc1C", "orbital_gap_ev": 8.72, "charge": 0, "lumo_energy_ha": 0.0290}